Entry 1:
ORCA calculation (the ωB97M-V functional and the def2-TZVPD basis) on a cluster of 4 separate species, C7H15Cl6O3S in total.

Properties
LUMO level = 2.23 eV
Calculated total energy = -99617.2968 eV
Gap between HOMO and LUMO = 7.0 eV
F_max = 0.0082 hartree/bohr
HOMO = -0.1744 hartree
Net charge = -1

XYZ file:
```
32
Properties=species:S:1:pos:R:3:mulliken_charge:R:1
C 1.196 4.661 0.673 -0.853
S 2.192 3.951 -0.636 1.061
O 1.738 2.567 -0.776 -0.577
O 1.841 4.791 -1.778 -0.703
O 3.578 4.072 -0.209 -0.707
H 1.416 5.730 0.681 0.312
H 0.154 4.505 0.394 0.223
H 1.403 4.232 1.652 0.244
Cl -0.015 1.638 1.582 -0.170
C 0.643 0.242 0.707 -0.371
C 0.421 -1.062 1.423 0.763
Cl 1.384 -1.203 2.933 -0.254
H 1.697 0.446 0.540 0.425
H 0.145 0.221 -0.261 0.142
H 0.737 -1.876 0.775 -0.560
H -0.620 -1.199 1.698 0.056
Cl -3.182 -0.321 1.086 -0.174
C -4.067 1.078 0.433 -0.450
C -3.966 1.151 -1.071 -0.471
Cl -2.312 1.523 -1.607 -0.127
H -3.652 1.970 0.896 0.295
H -5.109 0.971 0.732 0.329
H -4.613 1.946 -1.437 0.287
H -4.265 0.211 -1.529 0.311
Cl 1.725 -6.129 -2.660 -0.196
C 2.168 -5.574 -1.024 -0.458
C 1.181 -4.580 -0.469 -0.438
Cl 1.231 -3.024 -1.331 -0.198
H 3.166 -5.148 -1.078 0.334
H 2.192 -6.456 -0.386 0.308
H 1.425 -4.374 0.573 0.290
H 0.164 -4.959 -0.524 0.327
```

Entry 2:
ORCA calculation (the ωB97M-V functional and the def2-TZVPD basis) on a structure of composition C7H15InN2O5 in a non-equilibrium geometry.

Properties
LUMO level = -13.09 eV
Calculated total energy = -25873.6058 eV
Gap between HOMO and LUMO = 3.5 eV
F_max = 0.0305 hartree/bohr
HOMO = -0.6114 hartree
Relative energy (zero: lowest compared OMol25 entry of this formula, charge and spin) = 0.0 kJ/mol
Net charge = +2

XYZ file:
```
30
Properties=species:S:1:pos:R:3:mulliken_charge:R:1
In -2.631 1.213 -1.313 1.193
O -4.062 -1.721 2.234 -0.364
C -3.576 -1.263 1.122 0.854
O -2.563 -1.717 0.541 -0.355
O -4.108 -0.293 0.520 -0.374
H -3.547 -2.509 2.495 0.386
C 0.844 2.687 1.654 -1.272
C 0.045 1.406 1.513 0.746
O -1.092 1.402 1.007 -0.536
N 0.593 0.309 2.053 -0.071
C 0.024 -1.024 1.922 -0.505
H 1.189 2.767 2.688 0.425
H 0.231 3.560 1.459 0.362
H 1.700 2.673 0.980 0.304
H 1.397 0.419 2.658 0.279
H 0.767 -1.753 2.219 0.375
H -0.193 -1.173 0.859 0.019
H -0.950 -1.017 2.427 0.246
C 0.972 -2.081 -1.563 -1.224
C 0.784 -0.628 -1.891 0.710
O -0.201 0.005 -1.447 -0.453
N 1.691 -0.033 -2.659 -0.147
C 1.731 1.391 -2.953 -0.786
H 1.604 -2.217 -0.683 0.299
H 1.492 -2.577 -2.383 0.447
H 0.006 -2.535 -1.367 0.311
H 2.432 -0.597 -3.050 0.234
H 0.767 1.867 -2.854 0.235
H 2.177 1.622 -3.920 0.339
H 2.478 1.819 -2.268 0.320
```

Entry 3:
ORCA calculation (the ωB97M-V functional and the def2-TZVPD basis) on a structure of composition C7H15InN2O5 in a non-equilibrium geometry.

Properties
LUMO level = -13.58 eV
Calculated total energy = -25871.2293 eV
Gap between HOMO and LUMO = 2.4 eV
F_max = 0.0925 hartree/bohr
HOMO = -0.5874 hartree
Relative energy (zero: lowest compared OMol25 entry of this formula, charge and spin) = 229.3 kJ/mol
Net charge = +2

XYZ file:
```
30
Properties=species:S:1:pos:R:3:mulliken_charge:R:1
In -1.770 -0.065 2.462 1.154
O -2.159 -5.047 2.171 -0.355
C -2.443 -4.096 1.280 0.681
O -2.297 -2.886 1.669 -0.274
O -2.853 -4.485 0.213 -0.317
H -2.407 -5.660 1.475 0.359
C 1.934 1.505 0.023 -1.112
C 1.355 2.269 1.195 0.530
O 0.428 1.776 1.884 -0.561
N 1.925 3.514 1.327 -0.097
C 1.707 4.468 2.311 -0.841
H 1.603 1.986 -0.897 0.403
H 1.648 0.492 0.305 0.311
H 3.007 1.610 -0.136 0.445
H 2.557 3.747 0.575 0.235
H 2.583 4.844 2.839 0.343
H 1.174 3.976 3.125 0.303
H 1.023 5.262 2.014 0.330
C -2.428 -1.360 -1.530 -1.319
C -0.964 -1.000 -1.344 0.862
O -0.568 -0.730 -0.198 -0.386
N -0.223 -1.075 -2.413 -0.187
C 1.223 -0.853 -2.472 -0.816
H -2.555 -2.438 -1.621 0.338
H -2.646 -0.837 -2.461 0.476
H -3.100 -0.814 -0.868 0.312
H -0.636 -1.595 -3.174 0.291
H 1.572 0.056 -1.982 0.158
H 1.454 -0.856 -3.537 0.372
H 1.855 -1.708 -2.233 0.361
```

Entry 4:
ORCA calculation (the ωB97M-V functional and the def2-TZVPD basis) on a structure of composition C7H15N2 in a non-equilibrium geometry.

Properties
LUMO level = -3.78 eV
Calculated total energy = -10473.1462 eV
Gap between HOMO and LUMO = 10.3 eV
F_max = 0.0950 hartree/bohr
HOMO = -0.5182 hartree
Relative energy (zero: lowest compared OMol25 entry of this formula, charge and spin) = 303.9 kJ/mol
Net charge = +1

XYZ file:
```
24
Properties=species:S:1:pos:R:3:mulliken_charge:R:1
C 1.190 -0.628 -0.172 0.780
C 0.032 -1.490 -0.423 -0.494
C -1.139 -0.647 0.091 0.146
C 2.442 -1.183 0.262 -1.561
C -2.623 -0.966 -0.300 -1.218
C -1.346 1.740 0.394 -0.967
C 1.746 1.665 -0.227 -0.817
N -0.887 0.676 -0.418 -0.193
N 0.889 0.570 -0.309 0.078
H 0.083 -1.585 -1.620 0.266
H 0.145 -2.523 0.081 0.436
H -0.993 -0.763 1.197 0.248
H 3.303 -0.651 -0.155 0.464
H 2.369 -2.171 -0.074 0.421
H 2.471 -1.144 1.369 0.312
H -2.826 -1.127 -1.301 0.370
H -3.258 -0.225 0.181 0.364
H -2.856 -1.982 0.251 0.333
H -1.187 2.781 -0.012 0.334
H -2.405 1.674 0.300 0.349
H -0.973 1.748 1.418 0.426
H 1.239 2.463 0.467 0.279
H 1.773 2.357 -1.091 0.357
H 2.810 1.411 0.089 0.287
```

Entry 5:
ORCA calculation (the ωB97M-V functional and the def2-TZVPD basis) on the ion C7H15N2 with charge +1 in a non-equilibrium geometry.

Properties
LUMO level = -4.00 eV
Calculated total energy = -10473.5688 eV
Gap between HOMO and LUMO = 9.7 eV
F_max = 0.1044 hartree/bohr
HOMO = -0.5016 hartree
Relative energy (zero: lowest compared OMol25 entry of this formula, charge and spin) = 263.1 kJ/mol
SMILES = [H]/N=C(/C)CCC(=[NH2+])CC
Net charge = +1

XYZ file:
```
24
Properties=species:S:1:pos:R:3:mulliken_charge:R:1
H 0.945 0.834 -3.200 0.290
N 0.488 -0.121 -2.982 -0.614
C 0.690 -0.686 -1.859 0.318
C 0.160 -2.108 -1.679 -1.123
C 1.757 -0.251 -0.761 -0.748
C 1.079 0.071 0.585 -0.475
C -0.176 0.902 0.567 0.392
N -0.900 0.991 -0.473 -0.274
C -0.674 1.527 1.903 -0.564
C -1.660 0.485 2.418 -0.837
H -0.762 -2.163 -2.299 0.354
H 0.007 -2.263 -0.651 0.353
H 0.940 -2.898 -1.852 0.351
H 2.462 -0.987 -0.574 0.419
H 2.427 0.538 -1.189 0.349
H 0.523 -0.846 0.962 0.225
H 1.827 0.442 1.205 0.430
H -0.652 0.192 -1.196 0.269
H -1.888 1.350 -0.568 0.339
H 0.126 1.763 2.598 0.348
H -1.312 2.514 1.511 0.310
H -1.036 -0.452 2.287 0.266
H -2.581 0.245 1.801 0.312
H -1.792 0.921 3.446 0.310
```

Entry 6:
ORCA calculation (the ωB97M-V functional and the def2-TZVPD basis) on a structure of composition C7H15N2Ni in a non-equilibrium geometry.

Properties
LUMO level (alpha / beta) = 3.50 / 3.31 eV
Calculated total energy = -51522.7015 eV
Gap between HOMO and LUMO (alpha / beta) = 3.9 / 6.6 eV
F_max = 0.0298 hartree/bohr
HOMO (alpha / beta) = -0.0156 / -0.1224 hartree
<S²> = 2.021
2S+1 = 3
Relative energy (zero: lowest compared OMol25 entry of this formula, charge and spin) = 58.0 kJ/mol
Net charge = -1

XYZ file:
```
25
Properties=species:S:1:pos:R:3:mulliken_charge:R:1
C -1.637 0.439 -1.688 -1.452
Ni -1.024 0.740 0.245 -0.085
N -0.202 0.953 2.354 -0.896
N -1.091 2.973 -0.123 -0.760
H 0.813 0.789 2.410 0.301
H -2.445 0.344 0.638 -0.315
H -2.071 -0.558 -1.847 0.332
H -0.713 0.537 -2.293 0.283
H -2.370 1.207 -1.997 0.293
H -0.199 3.481 -0.036 0.255
H -1.751 3.454 0.504 0.242
H -1.429 3.162 -1.078 0.262
H -0.373 1.850 2.827 0.268
H -0.628 0.233 2.953 0.255
C 2.145 -2.656 -0.410 -0.438
C 0.982 -2.873 0.333 -0.332
C 0.068 -1.834 0.506 -0.384
C 0.308 -0.574 -0.055 -0.151
C 1.474 -0.351 -0.795 0.011
C 2.391 -1.396 -0.973 -0.330
H 2.852 -3.464 -0.547 0.331
H 0.785 -3.844 0.771 0.349
H -0.837 -1.998 1.077 0.312
H 1.661 0.621 -1.230 0.305
H 3.293 -1.234 -1.548 0.343
```

Entry 7:
ORCA calculation (the ωB97M-V functional and the def2-TZVPD basis) on the ion C7H15N2O with charge +1 in a non-equilibrium geometry.

Properties
LUMO level = -2.92 eV
Calculated total energy = -12520.7650 eV
Gap between HOMO and LUMO = 10.1 eV
F_max = 0.0259 hartree/bohr
HOMO = -0.4794 hartree
Relative energy (zero: lowest compared OMol25 entry of this formula, charge and spin) = 376.3 kJ/mol
SMILES = CC(C)[C@]1(/C=C\ON)C[NH2+]1
Net charge = +1

XYZ file:
```
25
Properties=species:S:1:pos:R:3:mulliken_charge:R:1
C 2.113 -1.067 0.119 -1.510
C 0.614 -0.982 0.403 0.486
C 0.352 -0.393 1.789 -1.447
C -0.108 -0.130 -0.631 0.841
C 0.355 1.272 -0.790 -0.932
C -0.220 2.433 -0.459 -0.326
O -1.355 2.837 0.109 -0.306
N -2.372 1.896 0.491 -0.425
C -1.484 -0.493 -1.026 -0.468
N -0.383 -0.828 -1.931 -0.114
H 2.580 -0.090 0.202 0.383
H 2.315 -1.469 -0.871 0.366
H 2.580 -1.721 0.850 0.430
H 0.191 -1.993 0.372 0.432
H 0.762 0.611 1.857 0.335
H 0.827 -1.009 2.546 0.451
H -0.715 -0.353 1.994 0.323
H 1.347 1.352 -1.207 0.349
H 0.343 3.339 -0.656 0.386
H -2.303 1.803 1.505 0.234
H -3.241 2.389 0.294 0.258
H -2.162 0.279 -1.361 0.260
H -1.973 -1.334 -0.553 0.329
H -0.286 -0.306 -2.801 0.334
H -0.118 -1.808 -2.024 0.332
```

Entry 8:
ORCA calculation (the ωB97M-V functional and the def2-TZVPD basis) on the ion C7H15N2S with charge +1 in a non-equilibrium geometry.

Properties
LUMO level = -2.57 eV
Calculated total energy = -21309.4954 eV
Gap between HOMO and LUMO = 10.4 eV
F_max = 0.0899 hartree/bohr
HOMO = -0.4754 hartree
Relative energy (zero: lowest compared OMol25 entry of this formula, charge and spin) = 245.4 kJ/mol
SMILES = C[C@@H]1SC=N[C@H]1[N+](C)(C)C
Net charge = +1

XYZ file:
```
25
Properties=species:S:1:pos:R:3:mulliken_charge:R:1
C -2.023 -2.057 -0.636 -1.341
C -1.571 -0.788 0.208 -0.189
S -3.075 0.245 0.447 -0.124
C -2.431 1.528 -0.419 -0.205
N -1.245 1.405 -0.860 -0.657
C -0.646 0.110 -0.579 -0.232
N 0.679 0.521 0.144 -0.048
C 1.424 1.402 -0.770 -0.889
C 1.391 -0.741 0.350 -0.883
C 0.486 1.260 1.487 -0.926
H -2.835 -1.760 -1.273 0.480
H -2.481 -2.745 0.151 0.335
H -1.352 -2.466 -1.338 0.404
H -1.352 -1.057 1.230 0.584
H -2.894 2.403 -0.407 0.552
H -0.404 -0.440 -1.499 0.593
H 2.341 1.694 -0.280 0.403
H 1.477 1.106 -1.757 0.401
H 0.725 2.326 -0.848 0.400
H 2.197 -0.638 1.097 0.387
H 0.855 -1.572 0.747 0.394
H 1.897 -1.222 -0.565 0.349
H 1.449 1.457 1.855 0.418
H -0.114 2.128 1.220 0.390
H -0.141 0.627 2.030 0.406
```

Entry 9:
ORCA calculation (the ωB97M-V functional and the def2-TZVPD basis) on the ion C7H15N3O with charge +2 in a non-equilibrium geometry.

Properties
LUMO level (alpha / beta) = -7.91 / -7.91 eV
Calculated total energy = -14000.1872 eV
Gap between HOMO and LUMO (alpha / beta) = 9.2 / 9.2 eV
F_max = 0.0244 hartree/bohr
HOMO (alpha / beta) = -0.6285 / -0.6285 hartree
Relative energy (zero: lowest compared OMol25 entry of this formula, charge and spin) = 298.1 kJ/mol
SMILES = C/C(=[NH+]\C(C[NH3+])=[NH+]/[O-])C1CC1
Net charge = +2

XYZ file:
```
26
Properties=species:S:1:pos:R:3:mulliken_charge:R:1
C -2.354 -0.319 -0.189 -1.501
C -1.158 -0.144 0.647 1.058
N 0.016 0.045 0.027 0.006
C 0.352 0.025 -1.352 0.363
C 1.438 -0.936 -1.759 -1.329
N 2.795 -0.283 -1.924 -0.224
N -0.148 0.784 -2.318 0.322
O -0.952 1.711 -2.308 -0.476
C -1.273 -0.055 2.063 -0.510
C -0.116 -0.163 3.057 -0.670
C -0.654 1.174 2.780 -0.340
H -2.259 -1.194 -0.834 0.384
H -2.470 0.540 -0.862 0.406
H -3.260 -0.409 0.402 0.405
H 0.816 0.127 0.653 0.279
H 1.191 -1.409 -2.714 0.458
H 1.535 -1.733 -1.018 0.375
H 3.499 -0.986 -2.206 0.384
H 3.132 0.148 -1.052 0.349
H 2.786 0.448 -2.650 0.391
H 0.224 0.535 -3.260 0.289
H -2.240 -0.358 2.441 0.543
H 0.871 -0.433 2.712 0.199
H -0.378 -0.640 3.990 0.296
H -1.303 1.653 3.496 0.301
H -0.090 1.872 2.178 0.242
```

Entry 10:
ORCA calculation (the ωB97M-V functional and the def2-TZVPD basis) on a cluster of 2 separate species, C7H15N3O5PS in total in a non-equilibrium geometry.

Properties
LUMO level = -2.82 eV
Calculated total energy = -42327.7076 eV
Gap between HOMO and LUMO = 9.6 eV
F_max = 0.0448 hartree/bohr
HOMO = -0.4549 hartree
Relative energy (zero: lowest compared OMol25 entry of this formula, charge and spin) = 0.0 kJ/mol
Net charge = +1

XYZ file:
```
32
Properties=species:S:1:pos:R:3:mulliken_charge:R:1
C -1.057 3.187 3.284 -1.031
C -0.505 1.767 3.592 -0.449
N -0.016 1.165 2.337 0.026
C 1.064 1.580 1.691 -0.242
N 1.222 0.821 0.638 0.047
C 0.218 -0.117 0.555 -0.190
C -0.544 0.112 1.634 -0.175
P -2.059 -0.811 2.194 0.163
N -1.488 -2.441 2.365 -0.625
O -3.007 -0.830 0.866 -0.435
H -1.971 3.383 3.829 0.345
H -0.272 3.904 3.508 0.342
H -1.249 3.246 2.216 0.343
H -1.306 1.144 3.968 0.302
H 0.308 1.801 4.306 0.407
H 1.652 2.410 2.036 0.435
H 2.007 0.951 0.010 0.205
H 0.110 -0.848 -0.217 0.597
H -1.001 -2.686 1.499 0.281
H -0.740 -2.373 3.056 0.297
H -3.763 -1.386 1.105 0.348
C -0.006 -1.162 -4.134 -0.309
C 0.915 -2.352 -4.298 -0.330
O 2.205 -1.774 -4.538 -0.298
S 2.338 -0.396 -3.744 1.126
O 3.010 -0.636 -2.513 -0.556
O 2.741 0.610 -4.647 -0.520
O 0.775 -0.196 -3.408 -0.301
H -0.276 -0.728 -5.098 0.298
H -0.910 -1.406 -3.582 0.310
H 0.629 -2.993 -5.127 0.315
H 0.971 -2.945 -3.382 0.273
```

Entry 11:
ORCA calculation (the ωB97M-V functional and the def2-TZVPD basis) on a cluster of 2 separate species, C7H15N4 in total in a non-equilibrium geometry.

Properties
LUMO level = -4.21 eV
Calculated total energy = -13455.8990 eV
Gap between HOMO and LUMO = 8.5 eV
F_max = 0.0902 hartree/bohr
HOMO = -0.4663 hartree
Relative energy (zero: lowest compared OMol25 entry of this formula, charge and spin) = 39.1 kJ/mol
Net charge = +1

XYZ file:
```
26
Properties=species:S:1:pos:R:3:mulliken_charge:R:1
C -2.345 -0.160 1.783 0.017
C -2.691 -0.624 -0.394 0.531
C -1.577 0.931 1.543 -0.756
C -1.276 1.235 0.212 1.030
C -0.378 2.296 -0.151 -1.490
C 3.020 -1.139 0.224 -1.276
C 1.811 -0.309 -0.261 -0.493
N -2.912 -0.904 0.836 -0.534
N -2.020 0.526 -0.784 -0.141
N -3.093 -1.486 -1.332 -0.358
N 0.582 -0.697 0.347 -0.340
H -2.628 -0.557 2.809 0.409
H -1.062 1.448 2.402 0.390
H 0.422 -1.689 0.128 0.242
H 0.383 2.469 0.729 0.336
H -0.826 3.249 -0.341 0.408
H 0.368 2.072 -1.016 0.372
H 3.961 -0.774 -0.108 0.376
H 3.088 -1.298 1.293 0.359
H 2.987 -2.022 -0.308 0.383
H 1.920 0.797 -0.142 0.250
H 1.722 -0.587 -1.319 0.316
H -1.855 0.930 -1.710 0.309
H -3.397 -2.365 -1.076 0.216
H -3.075 -1.267 -2.305 0.199
H 0.728 -0.469 1.319 0.245
```

Entry 12:
ORCA calculation (the ωB97M-V functional and the def2-TZVPD basis) on a cluster of 2 separate species, C7H15N4 in total in a non-equilibrium geometry.

Properties
LUMO level = -3.42 eV
Calculated total energy = -13453.8230 eV
Gap between HOMO and LUMO = 9.0 eV
F_max = 0.0748 hartree/bohr
HOMO = -0.4564 hartree
Relative energy (zero: lowest compared OMol25 entry of this formula, charge and spin) = 239.3 kJ/mol
Net charge = +1

XYZ file:
```
26
Properties=species:S:1:pos:R:3:mulliken_charge:R:1
C 1.852 0.575 -0.962 -0.410
C 3.146 0.073 -0.996 -0.674
C 2.402 -0.132 1.145 -1.150
C 1.375 0.428 0.421 1.078
C -0.985 -1.429 -1.258 -0.934
C -2.736 -0.946 0.318 -1.106
C 0.144 0.811 0.938 -0.070
N 3.440 -0.361 0.302 0.012
N -1.652 2.296 0.747 -0.922
N -0.418 1.813 0.410 0.408
N -1.290 -1.208 0.141 -0.198
H 1.316 0.975 -1.822 0.357
H 3.844 -0.167 -1.828 0.365
H 2.434 -0.427 2.111 0.520
H 0.020 -1.906 -1.217 0.300
H -1.709 -2.030 -1.819 0.336
H -0.902 -0.461 -1.568 0.330
H -2.894 -0.332 1.246 0.280
H -2.869 -0.233 -0.416 0.520
H -3.440 -1.768 0.311 0.302
H -0.173 0.288 1.788 0.414
H 4.357 -0.704 0.430 0.181
H -2.052 2.902 0.034 0.284
H -2.258 1.579 1.067 0.226
H -0.033 2.165 -0.376 0.275
H -0.918 -1.803 0.853 0.277
```

> Which formula does entry 2 have?

C7H15InN2O5